1.
DFT (ωB97M-V/def2-TZVPD) results for a molecular structure, C15H26BrCl3N4P2PdS in a non-equilibrium geometry.

Element x y z (Å)
Pd -0.0451 -0.4738 -0.2088
C -1.8515 -1.3757 2.7667
P -1.2375 -1.9106 1.1676
C -2.5623 -2.5330 0.1285
C -0.0790 -3.2580 1.5389
C 0.6946 -3.6474 0.2818
P 1.5796 -2.1873 -0.3442
C 3.0439 -1.9685 0.6680
C 2.0785 -2.4770 -2.0389
H -2.2544 -2.2861 3.2285
H -2.6516 -0.6418 2.7245
H -1.0399 -0.9963 3.3872
H -2.9105 -3.4520 0.6162
H -2.2388 -2.7725 -0.8866
H -3.3830 -1.8166 0.0788
H -0.6611 -4.0945 1.9407
H 0.5863 -2.9264 2.3419
H 0.0444 -4.0472 -0.5012
H 1.4484 -4.4153 0.4877
H 3.6510 -2.8720 0.5416
H 2.8008 -1.8567 1.7229
H 3.6263 -1.1094 0.3340
H 2.5824 -3.4519 -2.0163
H 2.7827 -1.7191 -2.3796
H 1.2311 -2.5344 -2.7237
Cl 3.4960 2.5722 -3.2398
C 2.2942 1.4783 -3.9078
Cl 1.0938 2.3119 -4.8820
Cl 3.0258 0.1258 -4.7631
C 1.5645 0.8979 -2.7519
N 0.9979 0.4575 -1.8537
C 2.1240 4.1746 2.3283
N 1.8978 2.7112 2.2759
C 1.1557 2.1278 1.3744
N 0.5647 2.7813 0.3968
S 0.9854 0.3739 1.6486
H 2.7782 4.3765 3.1709
H 1.1749 4.6893 2.4789
H 2.6124 4.5014 1.4102
H 2.3367 2.1489 2.9949
H 0.6798 3.7833 0.2961
H -0.0390 2.3179 -0.2622
Br -5.1661 1.9300 1.3984
C -3.8632 1.7628 0.0706
C -3.9651 2.4198 -1.1514
C -2.9561 2.2339 -2.0874
C -1.8853 1.4170 -1.7924
N -1.7768 0.7698 -0.6078
C -2.7641 0.9646 0.2961
H -4.8143 3.0579 -1.3629
H -3.0033 2.7160 -3.0546
H -1.1162 1.2473 -2.5277
H -2.6675 0.4747 1.2486

Results
* lowest unoccupied orbital energy: -15.89 eV
* DFT total energy: -5968.04173 a.u.
* HOMO-LUMO gap: 4.29 eV
* E_HOMO: -20.2 eV
* charge: +4
* ΔE to the lowest compared entry with this formula, charge and spin: 0.0 kJ/mol

***

2.
DFT (ωB97M-V/def2-TZVPD) results for a molecular structure, C15H26BrO6PdSSi2Te.

Element x y z (Å)
Pd -0.7021 -0.9886 -0.4242
O -1.7742 -3.0316 2.8715
S -1.1960 -2.0499 1.9968
O -0.3629 -1.0532 2.7241
O -2.2338 -1.2991 1.1910
O -0.3359 -2.6636 0.9106
Br -2.0640 -6.5796 -5.3071
C -0.7154 -5.3713 -4.7206
C 0.6004 -5.6147 -5.0790
C 1.5839 -4.7342 -4.6498
C 1.2491 -3.6328 -3.8773
C -0.0758 -3.4036 -3.5316
C -1.0700 -4.2789 -3.9527
C -0.4559 -2.2131 -2.6862
O -1.6633 -2.0080 -2.4415
O 0.4847 -1.4826 -2.2376
H 0.8496 -6.4793 -5.6787
H 2.6162 -4.9180 -4.9197
H 2.0009 -2.9416 -3.5224
H -2.0941 -4.0866 -3.6660
C -0.8414 4.2196 -2.6217
Si -1.3229 3.1494 -1.1517
C -2.3405 4.1815 0.0440
C -2.3444 1.6952 -1.7493
C 0.2097 2.5340 -0.2746
Te -0.3361 1.0514 1.2183
C 1.6142 0.9824 2.0756
Si 1.6535 0.9612 3.9662
C 0.0159 1.4170 4.7501
C 2.9095 2.2796 4.4719
C 2.2415 -0.7019 4.5825
H -1.7294 4.6472 -3.0943
H -0.3077 3.6373 -3.3756
H -0.1947 5.0448 -2.3141
H -3.1487 4.6991 -0.4780
H -1.7220 4.9376 0.5339
H -2.7856 3.5573 0.8215
H -3.1915 2.0340 -2.3517
H -2.7602 1.1178 -0.9175
H -1.7610 1.0110 -2.3735
H 0.7368 3.3515 0.2240
H 0.8974 2.0549 -0.9750
H 2.1559 1.8380 1.6700
H 2.0745 0.0692 1.6966
H -0.3486 2.3866 4.4026
H 0.1390 1.4787 5.8349
H -0.7339 0.6568 4.5270
H 2.5800 3.2739 4.1588
H 3.8879 2.0941 4.0220
H 3.0383 2.2982 5.5572
H 1.5182 -1.4644 4.2908
H 2.3400 -0.7015 5.6711
H 3.2145 -0.9609 4.1582

Results
* lowest unoccupied orbital energy (alpha / beta): 2.25 / 1.50 eV
* <S²>: 2.008
* DFT total energy: -4985.86163 a.u.
* multiplicity: 3
* HOMO-LUMO gap (alpha / beta): 7.57 / 7.74 eV
* E_HOMO (alpha / beta): -5.3 / -6.2 eV
* charge: -1
* ΔE to the lowest compared entry with this formula, charge and spin: 15.0 kJ/mol

***

3.
DFT (ωB97M-V/def2-TZVPD) results for a molecular structure, C15H26CrN6O7 in a non-equilibrium geometry.

Element x y z (Å)
O 1.5942 -4.4311 -0.2347
H 1.2315 -5.1330 -0.8395
Cr -0.1103 -0.9236 0.1248
N -0.3664 -1.5749 -1.7556
N 1.7512 -0.5231 -0.6234
N -1.8002 -0.6336 0.8580
N 0.5045 -0.2450 1.8935
O -1.5728 -1.9544 -2.0691
O -2.9402 -1.0343 0.1191
O 1.7053 0.1744 2.2646
O 2.6909 0.1603 -0.0157
C 1.8943 -0.8919 -1.9147
C 0.7592 -1.5589 -2.4953
C -1.8258 -0.1670 2.1191
C -0.5273 0.0969 2.6942
C 0.6874 -2.1177 -3.8471
H 1.0499 -3.1553 -3.8138
H 1.3488 -1.5377 -4.4770
H -0.3591 -2.0485 -4.1686
C 3.0902 -0.4670 -2.6500
H 4.0096 -0.9436 -2.3134
H 3.2617 0.6030 -2.5415
H 2.9688 -0.6760 -3.7094
C -3.1052 0.0963 2.8007
C -0.2859 0.9434 3.9000
H -3.8389 -0.5957 2.3760
H -3.4043 1.1327 2.6324
H -3.0456 -0.0552 3.8789
H 0.6788 0.8093 4.4129
H -1.0938 0.8204 4.6224
H -0.3586 2.0151 3.5835
H -2.5704 -1.4383 -0.7289
H 2.2184 0.1883 1.3277
C 3.1856 -3.9945 0.6616
H 3.9861 -4.3679 0.0147
H 2.5827 -4.6190 1.3302
H 3.1619 -2.8349 0.6786
O -0.0193 -2.8840 0.5734
H 0.7242 -3.8418 0.0312
H -0.8086 -3.1906 1.0860
N -1.4831 5.5374 1.0671
C -1.1841 4.2162 1.2469
O -1.0376 3.7402 2.3774
C -0.9816 3.3909 0.0064
C -1.4783 3.7607 -1.2497
C -1.4159 2.8246 -2.2805
C -0.9622 1.5387 -2.0005
N -0.5554 1.1710 -0.7922
C -0.4743 2.0964 0.1550
H -1.5172 6.1004 1.9056
H -1.3739 5.9933 0.1694
H -1.9153 4.7549 -1.4336
H -1.7361 3.0393 -3.2904
H -0.9264 0.7945 -2.7745
H -0.0113 1.8404 1.1074

Results
* lowest unoccupied orbital energy (alpha / beta): -1.37 / -1.36 eV
* <S²>: 6.037
* DFT total energy: -2486.58306 a.u.
* multiplicity: 5
* HOMO-LUMO gap (alpha / beta): 3.52 / 5.32 eV
* E_HOMO (alpha / beta): -4.9 / -6.7 eV

***

4.
DFT (ωB97M-V/def2-TZVPD) results for a molecular structure, C15H26F6NO3P2Pr in a non-equilibrium geometry.

Element x y z (Å)
Pr 0.4866 -0.0941 0.4808
P -2.7861 0.0898 -0.8172
C -2.1826 1.0082 -2.2840
C -0.7411 1.3386 -2.6854
N 0.3473 1.0179 -1.9228
C 1.5761 1.4051 -2.3714
C 1.7460 2.1630 -3.5180
C 0.6447 2.4998 -4.2919
C -0.6011 2.0499 -3.8723
C 2.8662 1.0929 -1.6099
P 3.0976 -0.5237 -0.7045
H -1.4967 2.2923 -4.4585
H 2.7576 2.4415 -3.8115
H 0.7739 3.1055 -5.1856
H 3.7036 1.0859 -2.3245
H 3.0720 1.9160 -0.8999
H -2.6457 0.4598 -3.0998
H -2.7204 1.9733 -2.2362
H -2.1180 -4.6963 -3.4575
O -1.9018 -4.3362 -4.3184
H -1.3090 -3.5938 -4.1321
H -1.9989 -1.0360 -0.4117
O -0.4828 -1.9905 0.4259
H -0.8043 -2.8806 0.6370
C 3.6386 -1.6370 -2.0443
H 4.6499 -1.3789 -2.3966
H 3.6397 -2.6630 -1.6450
H 2.9294 -1.6115 -2.8840
C 4.6678 -0.2073 0.1702
H 4.8864 -1.0974 0.7774
H 5.4974 -0.0291 -0.5307
H 4.5659 0.6530 0.8475
C -3.1198 1.4126 0.3691
H -4.1358 1.7954 0.1791
H -3.0641 1.0533 1.4043
H -2.4071 2.2478 0.2519
C -4.3510 -0.7289 -1.2169
H -4.8016 -1.1099 -0.2883
H -5.0578 -0.0370 -1.6964
H -4.1631 -1.5836 -1.8846
C -1.6173 0.1496 4.1900
C -0.6474 0.9478 3.3578
O -0.8240 0.8156 1.9928
C -0.8141 2.4706 3.6627
F -0.5650 2.7699 4.9700
F -0.0042 3.2400 2.8968
F -2.0998 2.8457 3.3890
C 0.8206 0.4900 3.6683
F 1.1872 0.5433 4.9527
F 0.9701 -0.8420 3.2357
F 1.7471 1.1889 2.9068
H -2.6285 0.5133 3.9826
H -1.3839 0.2657 5.2554
H -1.5501 -0.9042 3.8963

Results
* lowest unoccupied orbital energy (alpha / beta): -6.37 / -6.25 eV
* <S²>: 2.002
* DFT total energy: -2666.13662 a.u.
* multiplicity: 3
* HOMO-LUMO gap (alpha / beta): 9.47 / 9.56 eV
* E_HOMO (alpha / beta): -15.8 / -15.8 eV
* charge: +2
* ΔE to the lowest compared entry with this formula, charge and spin: 0.0 kJ/mol

***

5.
DFT (ωB97M-V/def2-TZVPD) results for a molecular structure, C15H26F6NO3P2Sr in a non-equilibrium geometry.

Element x y z (Å)
Sr 0.8677 -0.7114 -0.4657
P -1.5181 -2.1855 0.8491
C -2.8054 -1.7996 -0.2869
C -2.7960 -0.5846 -1.0097
N -1.7186 0.3104 -0.9613
C -1.9762 1.5925 -1.3031
C -3.2349 2.0180 -1.7359
C -4.2243 1.0848 -2.0297
C -3.9638 -0.2431 -1.7553
C -0.9245 2.6821 -1.1268
P 0.8541 2.2587 -1.3497
H -4.6636 -1.0463 -1.9822
H -3.4057 3.0857 -1.8855
H -5.1785 1.3908 -2.4539
H -1.1657 3.5017 -1.8212
H -1.0178 3.0904 -0.1056
H 0.6137 -3.3311 -3.6003
H -3.4959 -2.5717 -0.6547
H 4.7307 -1.2875 -4.4178
O 0.1191 -2.6944 -3.0685
H 0.2537 -1.8702 -3.6012
H 3.2475 -0.6797 0.4992
O 3.7963 -1.0311 -4.4610
H 3.7838 -0.1405 -4.0663
C 1.0509 2.6930 -3.1217
H 0.7157 3.7193 -3.3338
H 2.1143 2.5983 -3.3894
H 0.4714 1.9887 -3.7332
C 1.5265 3.8015 -0.6081
H 2.5677 3.6175 -0.3093
H 1.5098 4.6380 -1.3212
H 0.9407 4.0832 0.2781
C -2.4317 -1.9082 2.4072
H -3.1735 -2.7082 2.5483
H -1.7431 -1.8579 3.2604
H -2.9625 -0.9552 2.3012
C -1.4287 -4.0145 0.7697
H -0.6535 -4.3397 1.4793
H -2.3915 -4.4690 1.0429
H -1.1320 -4.3281 -0.2411
C 3.2273 1.4488 2.8052
C 2.9629 0.0342 2.4342
O 2.6395 -0.1015 0.9776
C 4.1718 -0.8951 2.6969
F 4.5005 -1.0202 4.0096
F 3.9825 -2.1480 2.1803
F 5.2539 -0.3919 2.0318
C 1.6649 -0.5083 3.0454
F 1.5172 -0.3546 4.3734
F 0.6079 0.1722 2.4271
F 1.4455 -1.8301 2.7341
H 4.0651 1.8195 2.2106
H 3.4773 1.5054 3.8683
H 2.3310 2.0321 2.5938

Results
* lowest unoccupied orbital energy: -3.86 eV
* DFT total energy: -2180.08196 a.u.
* HOMO-LUMO gap: 4.32 eV
* E_HOMO: -8.2 eV
* charge: +1
* ΔE to the lowest compared entry with this formula, charge and spin: 370.8 kJ/mol

***

6.
DFT (ωB97M-V/def2-TZVPD) results for a molecular structure, C15H26GdN16O2S in a non-equilibrium geometry.

Element x y z (Å)
Gd 0.0977 0.2377 -0.0721
C 1.1066 2.9061 -0.9610
C 0.8831 3.1734 0.3898
C -0.3984 3.4958 0.8240
C -1.4480 3.5455 -0.0846
C -1.2429 3.1960 -1.4116
C 0.0350 2.8705 -1.8547
H 2.1137 2.7997 -1.3291
H 1.7155 3.2180 1.0794
H -0.5542 3.7607 1.8609
H -2.4329 3.8438 0.2459
H -2.0681 3.2206 -2.1115
H 0.2136 2.6861 -2.9069
N -0.6711 -1.5917 1.7843
C -0.6277 -0.7002 2.9579
C -0.3966 -1.4551 4.2651
C 0.1131 -0.6498 5.4546
C -0.8608 0.3855 6.0151
N -2.2442 0.1398 5.6304
C -2.8609 0.8194 4.6643
N -2.1713 1.6804 3.9155
N -4.1827 0.6738 4.4618
C 0.4342 0.3695 2.7036
O 0.4375 1.3761 3.3972
O 1.2394 0.1306 1.7118
H -1.5342 -2.1243 1.7701
H 0.0889 -2.2578 1.8628
H -1.5751 -0.1661 2.9928
H 0.3695 -2.2154 4.0843
H -1.3140 -1.9973 4.5056
H 1.0315 -0.1255 5.1929
H 0.3866 -1.3652 6.2326
H -0.5826 1.3875 5.6939
H -0.8129 0.3842 7.1020
H -2.7917 -0.5018 6.1798
H -1.1615 1.5727 3.8196
H -2.6299 2.0343 3.0805
H -4.7163 0.0514 5.0432
H -4.5275 0.8260 3.5275
N 1.7414 -2.1349 -0.2832
N 3.1176 -1.8644 -0.4784
C 3.4815 -0.7756 -1.1465
N 4.7913 -0.4918 -1.1998
S 2.3470 0.1971 -1.9449
H 1.6867 -3.0366 0.1781
H 1.3058 -2.2766 -1.2101
H 3.7659 -2.3345 0.1320
H 5.4896 -1.1158 -0.8314
H 5.0895 0.2378 -1.8228
N -3.3644 -1.0759 -0.9451
C -3.2651 -0.1406 0.0491
N -4.2540 0.1483 0.8807
N -3.7416 1.0884 1.6953
N -2.5249 1.3556 1.3753
N -2.1756 0.5955 0.3061
C -2.2806 -1.6513 -1.5679
N -2.3850 -2.6408 -2.4296
N -1.1157 -2.9292 -2.7707
N -0.2982 -2.1568 -2.1577
N -1.0081 -1.3026 -1.3588
H -4.2654 -1.4957 -1.1043

Results
* lowest unoccupied orbital energy (alpha / beta): -2.42 / -6.43 eV
* <S²>: 16.021
* DFT total energy: -2777.50913 a.u.
* multiplicity: 8
* HOMO-LUMO gap (alpha / beta): 8.50 / 4.49 eV
* E_HOMO (alpha / beta): -10.9 / -10.9 eV
* charge: +1
* ΔE to the lowest compared entry with this formula, charge and spin: 59.0 kJ/mol